# 1
Below is C22H31IrN2O7P2SeSi as an isolated structure, with properties calculated with ωB97M-V with the def2-TZVPD basis set.

Properties
Frontier orbital gap (alpha / beta)   7.38 / 6.32 eV
ΔE to the lowest compared entry with this formula, charge and spin   7.5 kJ/mol
Multiplicity   5
Expectation value of S²   6.0117
DFT total energy   -135273.742 eV

The geometry in XYZ format:
```
67
Properties=species:S:1:pos:R:3:lowdin_charge:R:1
Ir 0.414 -1.430 0.389 1.5018
C 4.035 -3.083 3.771 -0.0534
C 3.244 -2.095 2.926 -0.5889
O 3.520 -0.765 3.380 -0.0508
P 3.761 -2.096 1.173 0.4646
O 5.292 -1.699 1.196 -0.0726
O 3.889 -3.565 0.641 -0.1006
O 2.893 -1.152 0.411 -0.3422
P 1.449 -2.419 2.893 0.3159
O 1.160 -3.023 4.333 -0.0904
O 1.167 -3.367 1.753 -0.3666
O 0.767 -1.072 2.678 -0.3905
H 5.102 -2.891 3.669 0.0880
H 3.835 -4.109 3.462 0.0936
H 3.750 -2.966 4.814 0.0868
H 2.714 -0.244 3.243 0.0690
H 5.422 -0.766 1.406 0.1005
H 3.027 -4.016 0.543 0.0225
H 0.222 -3.163 4.515 0.0991
C -1.710 -1.283 0.240 -0.3683
Si -2.104 0.331 -0.552 0.5800
C -0.771 1.490 0.129 -0.2231
N 0.592 0.897 0.060 -0.2732
C 1.187 1.016 -1.320 -0.1740
C 2.396 1.939 -1.367 -0.1757
C 2.102 3.251 -0.650 -0.1783
C 1.722 2.997 0.822 -0.1621
C 1.478 1.515 1.082 -0.2167
C -1.968 0.255 -2.411 -0.2695
C -2.163 1.414 -3.171 -0.1155
C -1.999 1.407 -4.548 -0.0855
C -1.633 0.232 -5.193 -0.0863
C -1.438 -0.928 -4.460 -0.0732
C -1.607 -0.915 -3.080 -0.0929
C -3.753 1.076 -0.073 -0.2376
C -3.973 1.535 1.230 -0.0989
C -5.204 2.042 1.620 -0.0888
C -6.249 2.096 0.708 -0.0909
C -6.058 1.639 -0.587 -0.0842
C -4.822 1.135 -0.971 -0.0914
H -2.076 -2.164 -0.292 0.0065
H -2.112 -1.312 1.259 0.0068
H -0.999 1.651 1.188 0.0883
H -0.781 2.476 -0.350 0.0980
H 0.408 1.407 -1.977 0.1068
H 1.449 0.024 -1.688 0.0924
H 2.636 2.116 -2.417 0.1203
H 3.265 1.441 -0.930 0.1100
H 1.279 3.753 -1.168 0.1087
H 2.959 3.922 -0.717 0.1069
H 0.840 3.577 1.095 0.1036
H 2.520 3.324 1.493 0.1134
H 1.009 1.350 2.052 0.1071
H 2.411 0.956 1.074 0.0871
H -2.451 2.340 -2.683 0.1073
H -2.155 2.313 -5.119 0.1015
H -1.499 0.223 -6.267 0.1017
H -1.150 -1.845 -4.958 0.1057
H -1.432 -1.828 -2.525 0.0740
H -3.177 1.493 1.967 0.0954
H -5.351 2.394 2.633 0.1014
H -7.212 2.490 1.007 0.1014
H -6.871 1.674 -1.301 0.1025
H -4.690 0.783 -1.988 0.0981
Se 1.585 -5.426 -1.438 0.6417
C 1.115 -3.746 -1.357 -0.9453
N 0.796 -2.606 -1.301 -0.1209
```

=====

# 2
Below is a 2-piece molecular cluster, C7H14N3 overall, with properties calculated with ωB97M-V with the def2-TZVPD basis set.

Properties
Frontier orbital gap   9.19 eV
ΔE to the lowest compared entry with this formula, charge and spin   638.2 kJ/mol
Multiplicity   1
DFT total energy   -11944.305 eV
Net charge   +1

The geometry in XYZ format:
```
24
Properties=species:S:1:pos:R:3:lowdin_charge:R:1
C 0.826 2.258 1.417 0.2476
C 2.227 -0.945 1.306 -0.1744
C -1.310 -1.470 -0.783 -0.0439
C -2.215 0.842 -0.760 -0.0374
C 0.164 0.475 -1.821 -0.0327
C 0.721 -0.977 1.623 -0.1028
C -0.967 0.003 -0.885 -0.2707
N 2.593 -0.102 0.489 0.1111
N 0.396 1.242 1.083 -0.0682
N -0.021 0.105 0.989 -0.0238
H 1.181 3.223 1.762 0.1180
H 2.803 -1.613 1.830 0.0927
H -0.591 -2.177 -0.748 0.0530
H -2.060 -1.584 -0.084 0.0728
H -1.855 -1.765 -1.689 0.1200
H -1.884 1.917 -0.861 0.1022
H -2.857 0.851 0.127 0.1038
H -2.860 0.432 -1.506 0.0968
H 1.209 0.106 -1.408 0.1005
H 0.090 0.160 -2.867 0.0959
H 0.107 1.635 -1.695 0.1048
H 0.208 -1.850 1.455 0.0773
H 0.489 -0.749 2.725 0.1590
H 3.605 -0.019 0.302 0.0984
```